{"formula": "C39H34CeN8O2S2", "method": "ωB97M-V with the def2-TZVPD basis set", "species": ["Ce", "S", "N", "C", "C", "C", "C", "C", "N", "C", "C", "N", "C", "C", "C", "C", "C", "N", "H", "H", "H", "H", "H", "H", "C", "C", "C", "C", "C", "C", "C", "S", "O", "O", "N", "C", "C", "C", "C", "C", "N", "H", "H", "H", "H", "H", "H", "H", "H", "H", "H", "H", "C", "C", "C", "C", "C", "C", "C", "C", "C", "C", "N", "C", "C", "C", "C", "C", "N", "H", "H", "H", "H", "H", "H", "H", "H", "H", "H", "H", "H", "H", "H", "H", "H", "H"], "positions_angstrom": [[-0.3243, 0.2480, 0.4258], [-6.6000, 4.7347, -1.8331], [-5.9286, 3.4320, -2.4980], [-4.8856, 3.0605, -1.7701], [-4.0726, 1.8984, -1.9674], [-4.3427, 0.9339, -2.9427], [-3.5892, -0.2196, -2.9693], [-2.5759, -0.3752, -2.0238], [-2.2846, 0.5412, -1.1096], [-3.0126, 1.6724, -1.0659], [-2.7085, 2.6378, -0.0145], [-1.5904, 2.4462, 0.7083], [-1.3548, 3.2449, 1.7395], [-2.2210, 4.2605, 2.1350], [-3.3439, 4.5091, 1.3757], [-3.5896, 3.7077, 0.2558], [-4.6814, 3.9196, -0.6480], [-5.5894, 4.8838, -0.5882], [-5.1535, 1.1035, -3.6326], [-3.7848, -1.0003, -3.6893], [-1.9754, -1.2841, -1.9959], [-0.4264, 3.0755, 2.2824], [-1.9998, 4.8399, 3.0152], [-4.0302, 5.3014, 1.6269], [0.6817, 2.8068, 8.0836], [0.1409, 2.1503, 6.8568], [0.8959, 2.1273, 5.6880], [0.4377, 1.4509, 4.5756], [-0.7665, 0.7653, 4.6178], [-1.5596, 0.8318, 5.7493], [-1.1066, 1.5354, 6.8556], [-1.0738, -0.3983, 3.2872], [-1.9807, 0.1763, 2.2735], [-1.4927, -1.6472, 3.8461], [0.2717, -0.3896, 2.4535], [1.5448, -0.8276, 2.5054], [2.1382, -1.6213, 3.4992], [3.4751, -1.9253, 3.3764], [4.1878, -1.4400, 2.2813], [3.5241, -0.6802, 1.3381], [2.2339, -0.3586, 1.4289], [0.7821, 3.8792, 7.9314], [1.6686, 2.4092, 8.3075], [0.0342, 2.6353, 8.9371], [1.8627, 2.6102, 5.6668], [1.0378, 1.4223, 3.6756], [-2.5101, 0.3218, 5.7691], [-1.7105, 1.5800, 7.7501], [1.5311, -1.9938, 4.3103], [3.9641, -2.5391, 4.1202], [5.2364, -1.6613, 2.1737], [4.0363, -0.3018, 0.4625], [1.0187, 0.1814, -5.6420], [-0.1480, 0.1677, -4.6447], [-0.3177, 1.5036, -3.9744], [-0.9846, 2.4924, -4.6849], [-1.1705, 3.7588, -4.1686], [-0.6421, 4.0690, -2.9267], [0.0400, 3.1147, -2.1901], [0.7719, 3.5134, -0.9353], [2.2326, 3.8310, -1.2768], [0.1632, 1.8019, -2.6844], [0.5903, 0.7974, -1.8131], [1.4012, -0.1688, -2.1787], [1.3790, -1.4213, -1.5417], [2.1802, -2.5596, -1.7686], [1.6348, -3.5861, -1.0222], [0.5132, -3.0495, -0.3743], [0.3399, -1.7550, -0.6669], [1.1949, -0.8231, -6.0223], [1.9352, 0.5463, -5.1805], [0.7859, 0.8309, -6.4830], [0.0049, -0.6206, -3.9051], [-1.0605, -0.0671, -5.1980], [-1.3552, 2.2510, -5.6700], [-1.7087, 4.5017, -4.7348], [-0.7447, 5.0702, -2.5339], [0.7694, 2.6928, -0.1753], [0.3087, 4.4053, -0.5080], [2.7428, 2.9301, -1.6100], [2.7495, 4.2269, -0.4035], [2.2722, 4.5656, -2.0796], [2.0924, -0.0353, -3.0099], [3.0382, -2.6017, -2.4108], [1.9771, -4.6003, -0.9551], [-0.2015, -3.5703, 0.2490]], "lowdin_charge": [1.31, 1.06, -0.22, -0.29, -0.06, 0.04, 0.00, -0.08, 0.02, -0.11, -0.11, 0.01, -0.10, 0.00, 0.04, -0.06, -0.29, -0.22, 0.13, 0.12, 0.12, 0.13, 0.12, 0.13, -0.04, -0.26, -0.02, -0.07, -0.25, -0.03, -0.02, 0.64, -0.38, -0.24, -0.34, -0.39, 0.02, -0.04, -0.05, -0.11, 0.08, 0.09, 0.09, 0.08, 0.12, 0.11, 0.12, 0.12, 0.12, 0.12, 0.11, 0.12, -0.07, -0.21, -0.17, -0.04, -0.07, -0.04, -0.19, -0.21, -0.06, -0.18, -0.04, -0.08, -0.33, -0.02, -0.06, -0.13, -0.11, 0.08, 0.07, 0.08, 0.09, 0.11, 0.12, 0.11, 0.12, 0.07, 0.11, 0.08, 0.08, 0.09, 0.14, 0.11, 0.10, 0.12], "lumo_energy_ha": [-0.1183, -0.1183], "charge": 1, "homo_lumo_gap_ev": [6.81, 6.81], "homo_ha": [-0.36860, -0.36865], "multiplicity": 2}



{"formula": "C13H20N2O6", "method": "ωB97M-V with the def2-TZVPD basis set", "species": ["C", "H", "H", "H", "C", "C", "H", "H", "H", "C", "C", "N", "C", "O", "N", "C", "O", "C", "H", "H", "O", "C", "O", "C", "C", "O", "C", "H", "C", "H", "O", "H", "H", "H", "H", "H", "H", "H", "H", "H", "H"], "positions_angstrom": [[4.1900, 1.7560, 0.0276], [4.2817, 2.8365, 0.1110], [5.0846, 1.3032, 0.4502], [4.1336, 1.5075, -1.0284], [2.9454, 1.2770, 0.7707], [2.9358, 1.8275, 2.1959], [2.0310, 1.5270, 2.7209], [2.9764, 2.9139, 2.1850], [3.7957, 1.4586, 2.7514], [2.8604, -0.2533, 0.8142], [2.7451, -0.9094, -0.5622], [1.5522, -0.4767, -1.2574], [1.6232, 0.3404, -2.3176], [2.6437, 0.6956, -2.8620], [0.3913, 0.8232, -2.8294], [-0.8969, 0.3750, -2.8854], [-1.7301, 0.9870, -3.5081], [-1.2435, -0.9389, -2.1767], [-2.2646, -1.2137, -2.4623], [-0.5379, -1.7236, -2.4670], [-1.1811, -0.7927, -0.7612], [-2.3254, -0.9075, -0.0569], [-3.3959, -1.1767, -0.5356], [-2.0832, -0.6702, 1.3713], [-3.0928, -0.7420, 2.2587], [-2.9725, -0.4776, 3.5722], [-1.7254, 0.0982, 3.9130], [-1.6018, -0.0287, 4.9891], [-0.5992, -0.5865, 3.1337], [0.3703, -0.1542, 3.3846], [-0.7812, -0.4037, 1.7472], [-0.6011, -1.6583, 3.3732], [-1.7370, 1.1661, 3.6632], [-4.0889, -1.0147, 1.9518], [0.5475, 1.6160, -3.4473], [0.6878, -0.5589, -0.7413], [3.5996, -0.6594, -1.1915], [2.7020, -1.9973, -0.4427], [3.7478, -0.6504, 1.3111], [1.9850, -0.5403, 1.4026], [2.0607, 1.6600, 0.2500]], "lowdin_charge": [-0.07, 0.08, 0.08, 0.06, -0.43, -0.08, 0.06, 0.08, 0.08, -0.16, -0.16, 0.10, -0.53, 0.07, 0.19, -0.42, 0.10, -0.05, 0.13, 0.14, -0.01, -0.41, 0.13, -0.16, -0.03, -0.03, -0.13, 0.14, -0.15, 0.12, -0.04, 0.14, 0.14, 0.15, 0.16, 0.11, 0.12, 0.12, 0.12, 0.10, 0.13], "lumo_energy_ha": 0.0167, "e_above_lowest_ev": 0.909, "homo_lumo_gap_ev": 9.63, "homo_ha": -0.33705, "multiplicity": 1}



{"formula": "C5H15N2", "method": "ωB97M-V with the def2-TZVPD basis set", "species": ["C", "C", "N", "H", "H", "H", "H", "H", "C", "C", "C", "N", "H", "H", "H", "H", "H", "H", "H", "H", "H", "H"], "positions_angstrom": [[-0.1956, 0.7012, 2.9590], [-0.1704, -0.6526, 2.6832], [-1.1176, -1.2605, 1.8895], [-1.0940, 1.2806, 2.7273], [0.5850, 1.2107, 3.5159], [0.6718, -1.2810, 2.9710], [-1.9873, -0.7267, 2.0086], [-1.3180, -2.2164, 2.2040], [1.6292, 0.5696, -2.0286], [0.3849, 0.4828, -1.1930], [-0.9052, 0.8146, -1.9545], [0.2491, -0.9398, -0.6591], [2.5151, 0.4089, -1.4041], [1.6447, -0.1097, -2.8880], [1.7352, 1.5790, -2.4355], [0.3454, 1.1192, -0.3003], [-0.9532, 0.2248, -2.8751], [-0.8852, 1.8669, -2.2469], [-1.8026, 0.6895, -1.3399], [1.1748, -1.2748, -0.3833], [-0.4111, -0.9359, 0.1574], [-0.0951, -1.5503, -1.4075]], "lowdin_charge": [0.26, -0.07, 0.16, 0.12, 0.12, 0.16, 0.16, 0.17, -0.04, -0.40, -0.03, 0.20, 0.10, 0.11, 0.11, 0.14, 0.10, 0.11, 0.09, 0.17, 0.10, 0.18], "lumo_energy_ha": [-0.3170, -0.4583], "e_above_lowest_ev": 0.825, "charge": 2, "homo_lumo_gap_ev": [11.03, 7.19], "homo_ha": [-0.72233, -0.72250], "multiplicity": 2}



{"formula": "C47H40Br2N7O4RuS", "method": "ωB97M-V with the def2-TZVPD basis set", "species": ["Ru", "C", "C", "C", "C", "C", "C", "C", "C", "S", "C", "N", "C", "C", "C", "C", "C", "C", "C", "C", "H", "H", "H", "H", "H", "H", "H", "H", "H", "H", "H", "H", "H", "H", "H", "H", "Br", "C", "C", "C", "N", "C", "C", "C", "C", "C", "Br", "C", "C", "N", "H", "H", "H", "H", "H", "H", "O", "C", "O", "C", "C", "C", "C", "C", "C", "N", "C", "C", "C", "C", "C", "C", "N", "H", "H", "H", "H", "H", "H", "H", "H", "H", "H", "O", "C", "N", "C", "O", "C", "C", "C", "C", "N", "C", "H", "H", "H", "H", "H", "H", "H", "H"], "positions_angstrom": [[-0.7457, -0.8296, -0.2749], [5.4951, -0.4261, 3.2376], [4.0279, -0.1736, 3.6146], [3.8957, -0.0903, 5.1421], [3.6024, 1.1656, 3.0188], [3.1733, -1.3304, 3.1003], [3.4387, -2.6317, 3.5801], [2.7022, -3.7228, 3.1931], [1.6568, -3.5194, 2.2922], [0.5448, -4.6858, 1.6652], [-0.2386, -3.4434, 0.7907], [0.2740, -2.2413, 0.9216], [1.3769, -2.2516, 1.7897], [2.1435, -1.1525, 2.1961], [-1.4026, -3.6223, -0.0655], [-2.0560, -4.8412, -0.2342], [-3.1630, -4.9132, -1.0620], [-3.5996, -3.7712, -1.7251], [-2.9418, -2.5560, -1.5635], [-1.8331, -2.4692, -0.7292], [6.1133, 0.4100, 3.5688], [5.6095, -0.5285, 2.1561], [5.8851, -1.3301, 3.7060], [4.4881, 0.7442, 5.5208], [4.2522, -0.9958, 5.6332], [2.8559, 0.0683, 5.4378], [4.2331, 1.9590, 3.4213], [2.5649, 1.4140, 3.2646], [3.7194, 1.1693, 1.9341], [4.2450, -2.7811, 4.2855], [2.9166, -4.7063, 3.5891], [1.9051, -0.1745, 1.8111], [-1.7011, -5.7311, 0.2737], [-3.6839, -5.8516, -1.1926], [-4.4617, -3.8274, -2.3780], [-3.2953, -1.6972, -2.1175], [2.5676, -3.4106, -6.0240], [1.7640, -2.8697, -4.4313], [0.5915, -3.4467, -3.9903], [0.0261, -2.9672, -2.8251], [0.5381, -1.9759, -2.0753], [1.6945, -1.4481, -2.5092], [2.3292, -1.8640, -3.6708], [2.2546, -0.3121, -1.7337], [3.4959, 0.2243, -2.0562], [3.9002, 1.3999, -1.4540], [5.5348, 2.1739, -1.9027], [3.0675, 1.9903, -0.5209], [1.8931, 1.3398, -0.2039], [1.4670, 0.2078, -0.7839], [0.1094, -4.2429, -4.5389], [-0.8900, -3.4170, -2.4878], [3.2462, -1.4074, -4.0048], [4.1488, -0.2554, -2.7668], [3.3272, 2.9177, -0.0301], [1.2764, 1.7525, 0.5719], [-0.1546, 3.0178, -7.0654], [-1.2796, 3.1812, -6.3475], [-2.1182, 3.9582, -6.6901], [-1.4379, 2.3634, -5.0878], [-0.3934, 1.7529, -4.4134], [-0.6257, 1.0982, -3.2089], [-1.8953, 1.0554, -2.6735], [-2.9609, 1.6145, -3.3754], [-2.7266, 2.2759, -4.5643], [-2.0774, 0.4241, -1.3777], [-3.1483, 0.6854, -0.7327], [-3.3941, -0.0140, 0.5361], [-4.5445, 0.1921, 1.2651], [-4.7216, -0.5223, 2.4476], [-3.7355, -1.4062, 2.8401], [-2.5977, -1.5490, 2.0564], [-2.4306, -0.8683, 0.9284], [0.3876, 2.2978, -6.7270], [0.6249, 1.7987, -4.7819], [0.1860, 0.6470, -2.6693], [-3.9822, 1.5291, -3.0296], [-3.5395, 2.7327, -5.1127], [-3.8710, 1.4223, -1.0658], [-5.2892, 0.8938, 0.9137], [-5.6156, -0.3906, 3.0420], [-3.8355, -1.9942, 3.7416], [-1.8066, -2.2326, 2.3325], [-2.9287, 3.5391, -0.8496], [-3.1242, 4.3424, 0.3093], [-1.9893, 5.1252, 0.6971], [-0.9055, 4.6964, 1.4107], [0.0334, 5.4120, 1.6732], [-0.8818, 3.2654, 1.8833], [-0.6459, 2.9966, 3.2265], [-0.4745, 1.6821, 3.6223], [-0.4829, 0.6885, 2.6570], [-0.6673, 0.9393, 1.3582], [-0.8911, 2.2095, 0.9911], [-2.8797, 4.1038, -1.6300], [-3.3641, 3.6385, 1.1047], [-3.9681, 5.0177, 0.1730], [-1.9096, 6.0766, 0.3663], [-0.6001, 3.8096, 3.9400], [-0.3087, 1.4251, 4.6595], [-0.3042, -0.3442, 2.9265], [-1.0642, 2.3887, -0.0635]], "lowdin_charge": [1.28, -0.03, -0.55, -0.03, -0.05, -0.14, -0.01, -0.05, -0.44, 1.19, -0.56, -0.03, -0.26, 0.02, -0.27, -0.02, -0.05, -0.05, -0.09, -0.26, 0.09, 0.09, 0.08, 0.09, 0.08, 0.09, 0.10, 0.08, 0.06, 0.12, 0.12, 0.07, 0.11, 0.12, 0.12, 0.10, 0.87, -0.67, -0.06, -0.07, 0.09, -0.21, -0.04, -0.21, -0.04, -0.67, 0.87, -0.08, -0.13, 0.06, 0.12, 0.09, 0.10, 0.11, 0.12, 0.09, 0.14, -0.47, 0.15, -0.11, 0.01, 0.00, -0.22, -0.01, 0.02, 0.01, -0.08, -0.23, 0.03, 0.00, 0.01, -0.08, -0.04, 0.10, 0.12, 0.07, 0.12, 0.14, 0.12, 0.13, 0.13, 0.13, 0.12, -0.07, -0.22, 0.11, -0.44, 0.12, -0.10, 0.04, -0.01, -0.13, -0.01, -0.10, 0.11, 0.13, 0.14, 0.16, 0.14, 0.12, 0.10, 0.11], "lumo_energy_ha": [-0.2297, -0.2331], "charge": 2, "homo_lumo_gap_ev": [6.91, 6.97], "homo_ha": [-0.48376, -0.48908], "multiplicity": 2}



{"formula": "C2H4N6", "method": "ωB97M-V with the def2-TZVPD basis set", "species": ["C", "C", "H", "H", "H", "H", "N", "N", "N", "N", "N", "N"], "positions_angstrom": [[0.4519, -0.5672, -0.0361], [-1.5707, 0.9982, -0.0576], [3.2843, 0.8446, 0.0875], [2.9315, -0.8274, 0.5397], [0.5856, -1.6450, -0.0139], [-1.0747, 1.9754, -0.0465], [2.6376, -0.0105, -0.1411], [1.3371, 0.3220, -0.1188], [-0.9112, -0.1532, -0.0378], [-2.8518, 0.7655, 0.0003], [-2.9933, -0.5932, -0.0947], [-1.8264, -1.1092, -0.0810]], "lowdin_charge": [-0.14, -0.18, 0.13, 0.14, 0.13, 0.13, -0.05, -0.06, -0.10, 0.02, -0.02, 0.00], "lumo_energy_ha": 0.0156, "e_above_lowest_ev": 1.752, "homo_lumo_gap_ev": 9.98, "homo_ha": -0.35125, "multiplicity": 1}



Quick rundown of largest force on an atom, same order as above: 2.5 0.9 3.8 0.9 4.1 eV Å⁻¹